# 1
# C10H22BCl8N2O4P

A cluster of 5 separate species, C10H22BCl8N2O4P in total at a distorted geometry (ωB97M-V/def2-TZVPD, OMol25).

Properties
F_max, eV/A: 1.88
LUMO, eV: 0.091
SMILES string: CN(C)B(O)[PH2](CCOC=O)N=C=O.ClCCl.ClCCl.ClCCl.ClCCl

Geometry (Å):
C (-0.1829, -0.6995, 0.2625)
N (-0.3979, -1.6714, -0.8365)
C (-0.3289, -0.8732, -2.0891)
B (0.6790, -2.6539, -0.8314)
O (1.8528, -2.3827, -0.1550)
P (0.4413, -4.3811, -1.7426)
C (2.0213, -5.1731, -1.0191)
C (3.2565, -5.0007, -1.8951)
O (3.7583, -3.6489, -1.8192)
C (4.2844, -3.1519, -2.9510)
O (4.6320, -2.0113, -3.0291)
N (-1.1957, -3.8245, -2.5671)
C (-1.0934, -3.8826, -3.7730)
O (-0.9370, -3.7684, -4.9327)
H (-0.0414, -1.1855, 1.2192)
H (-1.0871, -0.0815, 0.3206)
H (0.6254, 0.0052, 0.0339)
H (0.6259, -0.3424, -2.1867)
H (-0.5521, -1.4781, -2.9659)
H (-1.1265, -0.1271, -2.0251)
H (2.4811, -1.9045, -0.7125)
H (0.9702, -4.6562, -3.0323)
H (-0.3375, -5.3563, -1.0823)
H (2.2274, -4.8906, 0.0153)
H (1.8540, -6.2590, -0.9942)
H (4.0336, -5.6540, -1.4860)
H (3.0653, -5.2862, -2.9331)
H (4.3671, -3.8431, -3.8055)
Cl (-0.9902, 0.2727, 3.2773)
C (-2.6497, -0.3129, 3.1189)
Cl (-2.7102, -2.0657, 2.9010)
H (-3.1955, -0.0540, 4.0184)
H (-3.1013, 0.1614, 2.2547)
Cl (-1.1324, 3.6436, 4.1590)
C (0.2926, 3.6217, 5.2019)
Cl (1.4501, 4.8810, 4.7542)
H (-0.0235, 3.7860, 6.2251)
H (0.7751, 2.6556, 5.1066)
Cl (-0.9030, 3.0324, 0.2176)
C (-0.4347, 4.6806, 0.6474)
Cl (-1.7063, 5.8480, 0.2585)
H (-0.2431, 4.7194, 1.7135)
H (0.4587, 4.9435, 0.0935)
Cl (-4.5229, 9.3542, -0.9036)
C (-3.8182, 8.8206, 0.6270)
Cl (-4.9520, 9.0000, 1.9710)
H (-3.5501, 7.7749, 0.5386)
H (-2.9389, 9.4196, 0.8321)

=====

# 2
# C10H22BLiNO6S

A structure of composition C10H22BLiNO6S at a distorted geometry (ωB97M-V/def2-TZVPD, OMol25).

Properties
F_max, eV/A: 10.18
Charge: +1
LUMO, eV: -4.840

Geometry (Å):
C (4.0696, -2.9190, 1.2639)
C (5.2054, -1.9752, 0.5084)
C (4.7742, -0.3608, 0.4779)
C (3.1377, -0.2393, 0.5217)
O (2.6284, 1.1016, 0.0796)
C (1.1757, 0.8961, -0.0248)
C (0.6451, 0.6350, -1.5783)
C (-0.9689, 0.8451, -1.7734)
C (-1.8340, 0.8292, -0.3629)
O (-1.7024, -0.5051, 0.3061)
B (-3.4386, 0.9080, -0.8317)
O (-3.7651, 1.4092, -2.2072)
N (-4.6131, 0.4831, 0.0295)
C (-4.9446, -0.9864, -0.1051)
C (-4.4039, 0.7751, 1.4992)
O (-1.5556, 1.9646, 0.5304)
S (0.1212, 2.2832, 0.6637)
O (0.4450, 3.5528, -0.1995)
O (0.5825, 2.6311, 2.1199)
H (3.7432, -2.4908, 2.3176)
H (4.4843, -4.0052, 1.4748)
H (3.0749, -3.0287, 0.6161)
H (5.2438, -2.3144, -0.6336)
H (6.2722, -2.0360, 1.0298)
H (5.1789, 0.1534, 1.4585)
H (5.2317, 0.0859, -0.5059)
H (2.8188, -0.4534, 1.6484)
H (2.6836, -1.0206, -0.2388)
H (0.9258, -0.0684, 0.6302)
H (1.0489, -0.3921, -2.0250)
H (1.1777, 1.4822, -2.2278)
H (-1.3558, -0.0520, -2.4590)
H (-1.1870, 1.8264, -2.4163)
H (-1.4159, -0.2969, 1.2542)
H (-3.4460, 2.3687, -2.3071)
H (-5.5546, -1.3527, 0.8537)
H (-5.5540, -1.2517, -1.0960)
H (-3.9867, -1.6939, -0.1350)
H (-3.6567, -0.0277, 1.9689)
H (-5.4348, 0.5890, 2.0697)
H (-3.9964, 1.8693, 1.7095)
Li (-1.8546, 0.7811, -3.9046)

=====

# 3
# C10H22Br6O5

A cluster of 6 separate species, C10H22Br6O5 in total (ωB97M-V/def2-TZVPD, OMol25).

Properties
F_max, eV/A: 0.82
LUMO, eV: 0.146
SMILES string: C[C@H]1COC(=O)O1.BrCCBr.BrCCBr.BrCCBr.O.O

Geometry (Å):
C (2.2213, 1.5765, 1.8363)
C (1.1411, 1.3458, 0.8277)
C (1.3340, 0.1749, -0.1189)
O (0.0344, -0.4021, -0.2092)
C (-0.6981, 0.0041, 0.8309)
O (-1.7738, -0.4445, 1.0959)
O (-0.0637, 0.9650, 1.5247)
H (1.9648, 2.3872, 2.5159)
H (3.1639, 1.8440, 1.3517)
H (2.3955, 0.6662, 2.4130)
H (0.9243, 2.2568, 0.2651)
H (2.0097, -0.5930, 0.2774)
H (1.7151, 0.4307, -1.1028)
Br (-4.2685, -2.9025, 0.1592)
C (-2.7943, -2.9426, -1.0981)
C (-1.6504, -3.6400, -0.4318)
Br (-0.1046, -3.5598, -1.6486)
H (-2.5543, -1.9123, -1.3284)
H (-3.1350, -3.4737, -1.9800)
H (-1.8061, -4.6929, -0.2366)
H (-1.3366, -3.1252, 0.4699)
Br (-2.3140, 5.0246, 3.2660)
C (-1.7502, 3.8768, 1.8207)
C (-1.7412, 4.6857, 0.5657)
Br (-1.4512, 3.5426, -1.0040)
H (-2.4058, 3.0108, 1.7789)
H (-0.7780, 3.4709, 2.0947)
H (-0.9873, 5.4614, 0.5157)
H (-2.7157, 5.1237, 0.3729)
Br (4.2120, -3.9265, -6.3804)
C (4.5459, -2.7581, -4.8718)
C (3.2571, -2.5559, -4.1319)
Br (3.5253, -1.1794, -2.7859)
H (4.9456, -1.8372, -5.2805)
H (5.2762, -3.2255, -4.2208)
H (2.9964, -3.4596, -3.5855)
H (2.4055, -2.2664, -4.7348)
O (-4.4216, 0.0929, 2.3769)
H (-3.5976, -0.1880, 1.9614)
H (-4.6411, 0.9226, 1.9470)
O (-0.7253, 0.8651, 4.9085)
H (-0.4302, -0.0366, 5.0594)
H (0.0766, 1.3936, 4.9144)